2 unconnected molecules or ions with the total composition C4H8N3O2 at a distorted geometry, computed with ωB97M-V with the def2-TZVPD basis set.

Bonds (Å) are listed after each position.
Element x y z (Å)
1 C 2.69136 -0.32041 -1.39619  C3 1.320, H10 1.098, H11 1.171
2 C -0.69463 -0.17448 0.33764  N5 1.337, N7 1.289, H12 1.149
3 C 2.54890 0.98381 -1.24811  C1 1.320, O8 1.147
4 C -2.76551 0.72118 1.39867  N7 1.509, H13 1.170, H14 1.103, H15 1.181
5 N 0.46398 -0.81542 0.15473  C2 1.337, N6 1.457, H16 1.013
6 N 0.84654 -1.21713 -1.19241  N5 1.457, O9 1.205
7 N -1.35967 0.17216 1.38662  C2 1.289, C4 1.509, H17 1.006
8 O 2.30737 2.02985 -0.84393  C3 1.147
9 O 0.15755 -0.88168 -2.12193  N6 1.205
10 H 2.58542 -0.70466 -2.41938  C1 1.098
11 H 3.53091 -0.70551 -0.67567  C1 1.171
12 H -1.23350 0.04513 -0.65311  C2 1.149
13 H -2.87674 1.22296 0.34748  C4 1.170
14 H -2.71644 1.36568 2.29252  C4 1.103
15 H -3.43750 -0.24802 1.46352  C4 1.181
16 H 0.87181 -1.29281 0.94948  N5 1.013
17 H -0.91983 -0.18066 2.22006  N7 1.006

- gap between HOMO and LUMO (alpha / beta) (eV) = 7.985 / 7.986
- largest force on an atom (eV/Å) = 3.8
- charge = +1
- calculated total energy (eV) = -12830.9923